Entry from OMol25: a 2-piece molecular cluster, C10H9FO overall in a non-equilibrium geometry (ωB97M-V/def2-TZVPD).

The geometry in XYZ format:
```
21
Properties=species:S:1:pos:R:3:forces:R:3
O 3.2427 1.1820 0.6343 -2.72 -2.13 -0.20
C 2.2254 0.4759 0.8800 4.40 2.00 2.54
C 0.9483 0.7795 0.2712 0.47 1.13 -1.05
C 0.9755 1.5221 -0.8939 1.07 0.56 -1.28
C -0.0570 2.0887 -1.5461 -1.98 -0.36 0.27
C -1.3163 2.0212 -0.9418 -0.93 -0.03 -1.09
C -1.4497 1.3681 0.2435 0.05 -1.16 3.10
C -0.2460 0.6889 0.8451 -3.41 0.33 1.61
F -0.2200 -0.0456 2.0440 -1.20 1.19 -1.51
H 2.3897 -0.1240 1.8496 -1.04 0.03 -1.63
H 1.9224 1.6988 -1.2937 1.58 -0.06 -0.68
H -0.1040 2.5027 -2.5274 1.04 0.43 -0.46
H -2.2054 2.3937 -1.5491 1.11 -0.33 1.37
H -2.4715 1.4107 0.7445 1.72 -0.60 -0.42
C -0.7209 -1.2220 -0.7227 -3.04 1.32 -3.95
C -0.5892 -2.3373 -0.3183 0.43 -1.32 1.56
C -0.2479 -3.2970 0.7047 -3.86 -0.93 0.57
H -1.4431 -0.7061 -1.4267 1.82 -0.15 1.24
H 0.5969 -2.8788 1.0920 2.82 0.29 1.34
H -0.1857 -4.3295 0.3426 0.26 0.31 0.37
H -1.0442 -3.1921 1.5683 1.39 -0.53 -1.71
```
Forces are in eV/Å.

Calculated values
Total energy, hartree: -561.37668
HOMO level, eV: -9.1
SMILES string: O=Cc1ccccc1F.C#CC
Lowest unoccupied orbital energy, eV: -0.193
Spin multiplicity: 1
Orbital gap, Ha: 0.3284
Energy above the lowest of the compared OMol25 structures with the same formula, charge and spin, kcal/mol: 0.00



Entry from OMol25: C47H52Br2N2O2P2Zr as an isolated structure (ωB97M-V/def2-TZVPD).

The geometry in XYZ format:
```
108
Properties=species:S:1:pos:R:3:forces:R:3
Zr -0.1019 -0.0533 -0.0227 0.53 0.43 0.47
C 4.5591 3.9571 0.5568 -0.10 -0.07 -0.09
C 3.7226 2.7910 0.0013 0.01 -0.08 -0.05
C 2.9622 3.3586 -1.2059 0.05 -0.03 -0.12
P 2.5730 1.7459 1.0617 -0.28 0.19 0.17
C 3.5841 0.9670 2.4554 0.09 -0.07 -0.13
C 2.7928 0.9300 3.7634 -0.04 0.01 -0.02
C 5.0127 1.4169 2.7502 -0.04 0.11 -0.04
C 1.4808 2.8960 1.9649 0.14 0.06 0.01
C 2.0097 4.0050 2.6312 -0.01 -0.04 0.04
C 1.2780 4.7679 3.5217 0.00 -0.02 -0.02
C -0.0144 4.3579 3.8131 0.00 -0.01 -0.01
C -0.5610 3.2609 3.1789 0.00 0.01 0.04
C 0.1331 2.5335 2.1903 -0.02 -0.23 0.12
N -0.4781 1.4304 1.5669 -0.26 0.42 -0.27
C -1.8957 1.3217 1.7348 -0.06 -0.06 0.19
C -2.7773 2.3855 1.4975 0.01 0.02 -0.14
C -4.1442 2.2013 1.5344 -0.01 0.01 0.00
C -4.6809 0.9479 1.8176 0.03 0.00 -0.01
C -3.8260 -0.0982 2.1088 -0.03 -0.03 0.00
C -2.4419 0.0799 2.0977 0.07 0.05 0.09
P -1.2119 -1.1912 2.5361 -0.19 0.05 0.20
C -0.8450 -0.6306 4.2756 0.12 -0.04 -0.01
C -2.0138 -0.3258 5.2128 0.01 0.00 -0.01
C 0.1748 -1.5524 4.9492 0.01 0.01 -0.01
C -2.1308 -2.7989 2.5402 0.02 -0.05 0.07
C -1.1292 -3.8999 2.1714 -0.01 0.00 0.00
C -2.9173 -3.1722 3.7958 -0.05 0.00 -0.05
H 5.3920 4.1317 -0.1293 -0.02 0.01 0.01
H 4.9740 3.8113 1.5419 0.11 -0.15 0.28
H 3.9659 4.8721 0.5674 -0.04 -0.01 0.06
H 4.4107 2.0226 -0.3726 0.05 0.03 0.03
H 2.0814 3.9172 -0.8767 0.00 0.02 0.00
H 3.6095 4.0572 -1.7405 0.02 0.01 0.02
H 2.6405 2.5976 -1.9114 0.11 0.16 0.07
H 3.6690 -0.0615 2.0962 0.00 0.05 -0.03
H 2.8095 1.9040 4.2547 0.00 0.02 0.00
H 3.2385 0.1985 4.4432 0.00 0.00 -0.01
H 1.7442 0.6660 3.6226 0.01 0.02 0.01
H 5.0385 2.3620 3.2925 0.00 0.12 -0.04
H 5.6280 1.5028 1.8563 0.01 0.04 -0.06
H 5.4797 0.6686 3.3969 0.01 0.02 -0.01
H 3.0490 4.2496 2.4810 0.06 0.03 -0.05
H 1.7188 5.6262 4.0105 0.01 0.00 0.00
H -0.6024 4.8839 4.5555 0.00 -0.01 0.00
H -1.5518 2.9466 3.4706 -0.01 0.02 0.00
H -2.3762 3.3598 1.2566 0.02 0.01 -0.01
H -4.7990 3.0396 1.3291 0.00 0.00 0.00
H -5.7526 0.7973 1.8290 0.00 0.00 0.00
H -4.2372 -1.0685 2.3576 0.00 0.00 -0.01
H -0.3442 0.3227 4.0615 -0.02 0.01 0.02
H -2.4066 -1.2319 5.6725 -0.02 -0.01 -0.02
H -2.8324 0.1860 4.7062 0.00 0.01 -0.01
H -1.6660 0.3246 6.0196 0.00 -0.01 0.01
H -0.2276 -2.5564 5.0946 -0.02 0.00 0.01
H 0.4432 -1.1605 5.9332 0.00 0.01 0.00
H 1.0899 -1.6458 4.3647 -0.01 -0.02 -0.02
H -2.8353 -2.7102 1.7087 0.04 0.02 -0.05
H -0.3487 -3.9988 2.9312 0.00 0.00 0.00
H -0.6429 -3.6848 1.2193 0.00 0.01 0.00
H -1.6411 -4.8612 2.0869 0.00 0.00 0.01
H -2.2651 -3.3087 4.6588 0.02 0.00 0.00
H -3.4327 -4.1207 3.6252 0.00 0.00 0.01
H -3.6690 -2.4272 4.0571 0.01 0.01 0.02
Br -1.4368 3.5526 -1.4840 -0.05 0.04 0.03
C -2.6802 2.1358 -1.6176 0.12 -0.03 0.01
C -3.9121 2.4100 -2.1856 -0.05 0.01 -0.01
C -4.8293 1.3775 -2.2848 0.00 0.04 -0.02
C -4.4873 0.1280 -1.8011 0.03 -0.02 0.02
C -3.2290 -0.0399 -1.2544 -0.02 0.02 -0.03
N -2.3203 0.9393 -1.1756 0.09 -0.02 0.04
C -2.8187 -1.3847 -0.6958 0.09 0.03 -0.08
O -3.5988 -2.3067 -0.6719 -0.04 -0.03 0.04
O -1.5930 -1.4102 -0.2662 -0.55 -0.27 -0.09
H -4.1324 3.4072 -2.5357 0.00 0.00 -0.01
H -5.7997 1.5544 -2.7296 0.00 0.00 0.00
H -5.1534 -0.7218 -1.8270 -0.01 0.01 0.00
Br 0.2066 -2.0759 -2.5767 0.09 -0.04 -0.16
C 1.5753 -3.0818 -1.7415 -0.08 0.04 0.05
C 2.1103 -4.0928 -2.4825 0.07 -0.07 0.05
C 3.0947 -4.9279 -1.9181 -0.02 0.01 -0.06
C 3.4789 -4.7305 -0.6283 -0.01 0.02 0.04
C 2.9266 -3.6802 0.1469 -0.01 0.02 -0.02
C 3.3336 -3.5245 1.4922 0.01 -0.02 0.01
C 2.8246 -2.5123 2.2440 0.01 0.01 0.02
C 1.9095 -1.6088 1.6665 0.05 0.02 -0.15
C 1.4536 -1.6809 0.3680 0.19 -0.46 -0.12
C 1.9641 -2.7816 -0.4043 0.08 -0.04 -0.03
H 1.7689 -4.2571 -3.4947 -0.01 0.00 0.00
H 3.5228 -5.7261 -2.5099 -0.01 0.00 0.00
H 4.2169 -5.3759 -0.1672 0.00 0.00 0.01
H 4.0487 -4.2260 1.9058 0.01 0.00 -0.01
H 3.1266 -2.3899 3.2786 0.00 0.01 0.00
H 1.5549 -0.8065 2.3022 -0.04 -0.06 -0.03
C 0.9328 0.9885 -1.7244 -0.30 -0.01 -0.34
C 0.8145 0.9854 -3.2201 0.12 -0.06 0.05
C 1.9740 0.8191 -3.9851 0.01 -0.01 -0.02
C 1.9454 0.7965 -5.3708 -0.01 0.00 0.00
C 0.7432 0.9484 -6.0472 0.00 0.01 0.03
C -0.4207 1.1077 -5.3102 0.02 -0.01 0.01
C -0.3833 1.1199 -3.9222 -0.07 -0.01 -0.01
H 0.8309 2.0196 -1.3552 -0.03 -0.16 0.02
H 1.9627 0.6944 -1.4873 -0.05 -0.02 0.12
H 2.9217 0.6855 -3.4739 0.00 0.01 0.00
H 2.8666 0.6572 -5.9231 0.00 0.01 0.00
H 0.7144 0.9376 -7.1289 -0.01 -0.01 0.00
H -1.3729 1.2113 -5.8166 0.00 0.00 0.00
H -1.3162 1.2031 -3.3853 0.03 0.01 -0.02
```
Forces are in eV/Å.

Calculated values
Total energy, hartree: -7960.05169
HOMO level, eV: -7.2
Lowest unoccupied orbital energy, eV: -0.290
Spin multiplicity: 1
Orbital gap, Ha: 0.2527
Energy above the lowest of the compared OMol25 structures with the same formula, charge and spin, kcal/mol: 20.81



> Look up the orbital gap of the first one.

0.3284 Ha



> The lowest HOMO level belongs to which entry?

C10H9FO